<a>
Molecular formula: C5H11N3O
Method: DFT, ωB97M-V/def2-TZVPD

Calculated values
HOMO-LUMO gap: 8.9 eV

```
! wB97M-V def2-TZVPD RIJCOSX def2/J DEFGRID3
* xyz 0 1
C -3.180 -0.007 0.095
C -1.979 0.056 -0.467
C -0.889 -0.813 -0.019
O -0.947 -1.917 0.452
N 0.441 -0.129 -0.215
N 0.473 1.202 -0.554
C 0.506 2.141 0.561
N 1.593 -0.723 0.394
C 1.935 -2.001 -0.214
H -3.983 0.649 -0.191
H -3.384 -0.720 0.877
H -1.732 0.772 -1.230
H 1.251 1.379 -1.194
H -0.387 1.978 1.165
H 1.391 2.042 1.200
H 0.474 3.146 0.146
H 2.359 -0.062 0.250
H 1.209 -2.737 0.126
H 1.923 -1.972 -1.312
H 2.926 -2.283 0.130
*
```

Results of the Mulliken charge analysis, in e, for atoms 1 through 6: -0.723, -0.231, 0.521, -0.548, 0.619, -0.709

---

<b>
Molecular formula: C5H11N3O
Method: DFT, ωB97M-V/def2-TZVPD

Calculated values
HOMO-LUMO gap: 8.5 eV

```
! wB97M-V def2-TZVPD RIJCOSX def2/J DEFGRID3
* xyz 0 1
C 1.389 -0.285 1.861
N 0.472 -0.108 0.708
C -1.012 0.107 1.205
N -1.799 -0.633 0.458
O -1.151 0.838 2.154
H 0.458 -0.956 0.145
H -1.401 -0.858 -0.703
H -2.784 -0.510 0.657
H 2.412 -0.367 1.497
H 1.113 -1.186 2.406
H 1.281 0.575 2.515
C -0.531 0.621 -2.026
C 0.947 1.056 -0.234
C -0.579 -0.805 -1.974
N 0.044 1.476 -1.229
H -1.188 1.095 -2.757
H 1.901 0.681 -0.632
H 1.143 1.872 0.462
H 0.341 -1.327 -1.693
H -1.056 -1.286 -2.822
*
```

Results of the Mulliken charge analysis, in e, for atoms 1 through 6: -0.972, -0.048, 0.389, -0.437, -0.580, 0.388

---

<c>
Molecular formula: C5H11N3O
Method: DFT, ωB97M-V/def2-TZVPD

Calculated values
HOMO-LUMO gap (alpha / beta): 6.3 / 7.5 eV

```
! wB97M-V def2-TZVPD RIJCOSX def2/J DEFGRID3
* xyz 0 1
C -2.721 0.287 -0.395
N -1.771 -0.836 -0.170
C -1.254 -0.889 1.230
N -1.429 -1.609 2.154
H -2.211 -1.735 -0.367
H -2.194 1.210 -0.163
H -3.599 0.178 0.237
H -3.004 0.290 -1.447
C 2.939 0.516 0.419
C 1.547 0.436 -0.145
N 0.483 0.960 0.532
C 1.303 -0.226 -1.352
O 0.147 -0.511 -1.824
H -0.864 -0.675 -0.924
H 0.802 1.458 1.363
H -0.258 0.120 1.058
H 2.169 -0.587 -1.916
H 3.683 0.185 -0.307
H 3.040 -0.113 1.310
H 3.192 1.539 0.710
*
```

Results of the Mulliken charge analysis, in e, for atoms 1 through 6: -0.811, -0.132, 0.171, -0.635, 0.362, 0.284

---

The least stable of them is <c>.

---

<a>
Molecular formula: C29H23F6N7O9S3Ta
Method: DFT, ωB97M-V/def2-TZVPD

Calculated values
HOMO-LUMO gap: 7.9 eV

```
! wB97M-V def2-TZVPD RIJCOSX def2/J DEFGRID3
* xyz 1 1
Ta -0.418 -0.904 0.400
O -0.264 -1.444 2.108
C -0.071 -2.292 3.154
C -0.524 -1.967 4.411
C -0.331 -2.891 5.425
C 0.300 -4.105 5.159
C 0.743 -4.398 3.880
C 0.562 -3.479 2.849
C 0.961 -3.733 1.459
N 0.683 -3.020 0.364
C 1.214 -3.732 -0.704
C 1.828 -4.845 -0.248
N 1.663 -4.826 1.113
H -1.006 -1.013 4.577
H -0.677 -2.667 6.424
H 0.439 -4.827 5.951
H 1.214 -5.355 3.695
H 1.108 -3.410 -1.719
H 2.355 -5.632 -0.757
H 2.024 -5.509 1.757
C 1.632 6.244 -0.624
C 1.854 4.825 -0.176
C 1.480 4.416 1.099
C 1.683 3.112 1.524
C 2.284 2.206 0.660
C 2.694 2.597 -0.613
C 2.467 3.898 -1.021
S 2.484 0.554 1.213
O 3.849 0.157 1.055
O 1.835 0.430 2.480
N 1.557 -0.353 0.159
C 1.933 -0.681 -1.144
C 3.186 -0.667 -1.747
C 3.235 -1.027 -3.080
C 2.074 -1.391 -3.766
C 0.887 -1.424 -3.066
N 0.835 -1.092 -1.777
H 0.737 6.665 -0.169
H 1.531 6.306 -1.707
H 2.477 6.870 -0.332
H 1.012 5.125 1.771
H 1.373 2.790 2.508
H 3.196 1.905 -1.276
H 2.779 4.207 -2.012
H 4.068 -0.396 -1.187
H 4.188 -1.031 -3.593
H 2.096 -1.659 -4.812
H -0.044 -1.739 -3.524
O -0.862 0.886 1.336
N -1.064 2.024 0.716
N -0.996 1.870 -0.516
O -0.749 0.698 -1.020
C -1.239 2.980 -1.417
C -0.794 2.850 -2.717
C -0.996 3.913 -3.584
C -1.630 5.065 -3.140
C -2.071 5.161 -1.826
C -1.880 4.111 -0.944
H -0.300 1.943 -3.036
H -0.658 3.837 -4.609
H -1.790 5.889 -3.823
H -2.576 6.055 -1.485
H -2.223 4.165 0.080
F -3.244 0.324 -2.658
C -3.790 -0.220 -1.583
F -3.532 0.537 -0.523
F -5.094 -0.341 -1.735
S -3.132 -1.949 -1.400
O -1.712 -1.814 -0.878
O -3.177 -2.477 -2.714
N -4.045 -2.646 -0.369
S -3.826 -2.447 1.209
O -5.061 -2.366 1.900
O -2.805 -1.439 1.465
C -3.115 -4.065 1.692
F -2.932 -4.056 3.004
F -3.949 -5.026 1.347
F -1.943 -4.261 1.087
*
```

Results of the Mulliken charge analysis, in e, for atoms 1 through 6: 1.269, 1.288, 0.161, -0.964, -0.732, -0.923

---

<b>
Molecular formula: C29H23F6N7O9S3Ta
Method: DFT, ωB97M-V/def2-TZVPD

Calculated values
HOMO-LUMO gap: 7.8 eV

```
! wB97M-V def2-TZVPD RIJCOSX def2/J DEFGRID3
* xyz 1 1
Ta 0.197 -0.007 -0.559
O -0.676 0.508 1.007
C -1.573 0.152 1.950
C -1.478 0.671 3.230
C -2.408 0.306 4.183
C -3.445 -0.566 3.856
C -3.533 -1.070 2.576
C -2.593 -0.723 1.605
C -2.631 -1.280 0.261
N -1.665 -1.245 -0.659
C -2.103 -1.986 -1.743
C -3.339 -2.454 -1.486
N -3.657 -1.996 -0.223
H -0.680 1.372 3.443
H -2.330 0.703 5.187
H -4.173 -0.850 4.603
H -4.337 -1.758 2.338
H -1.500 -2.156 -2.617
H -4.010 -3.055 -2.074
H -4.530 -2.146 0.251
C 2.642 1.604 6.290
C 2.703 1.079 4.879
C 2.311 1.872 3.803
C 2.336 1.380 2.509
C 2.771 0.078 2.293
C 3.206 -0.723 3.343
C 3.167 -0.214 4.626
S 2.622 -0.620 0.697
O 3.767 -1.377 0.340
O 2.224 0.497 -0.224
N 1.210 -1.393 0.657
C 1.047 -2.778 0.976
C 2.089 -3.586 1.433
C 1.809 -4.905 1.738
C 0.518 -5.385 1.585
C -0.439 -4.503 1.127
N -0.189 -3.227 0.831
H 1.965 2.454 6.367
H 3.630 1.935 6.618
H 2.313 0.826 6.979
H 1.978 2.890 3.974
H 2.032 2.008 1.684
H 3.578 -1.723 3.159
H 3.507 -0.829 5.450
H 3.095 -3.206 1.508
H 2.602 -5.554 2.087
H 0.267 -6.413 1.811
H -1.467 -4.825 0.985
O 0.999 -1.294 -1.878
N 0.846 -1.182 -3.180
N -0.010 -0.316 -3.462
O -0.633 0.331 -2.505
C -0.320 -0.004 -4.843
C 0.277 -0.734 -5.864
C -0.029 -0.400 -7.169
C -0.913 0.639 -7.438
C -1.496 1.350 -6.402
C -1.204 1.032 -5.085
H 0.964 -1.537 -5.635
H 0.431 -0.950 -7.979
H -1.143 0.895 -8.465
H -2.175 2.165 -6.611
H -1.617 1.591 -4.259
F -2.658 2.950 0.911
C -2.126 2.996 -0.305
F -2.378 1.842 -0.929
F -2.656 3.984 -0.985
S -0.261 3.258 -0.101
O 0.321 1.995 -0.714
O -0.044 3.372 1.298
N 0.148 4.498 -0.940
S 0.288 4.265 -2.553
O 0.546 5.487 -3.225
O -0.763 3.399 -3.010
C 1.906 3.318 -2.782
F 2.612 3.935 -3.715
F 2.600 3.267 -1.648
F 1.660 2.064 -3.182
*
```

Results of the Mulliken charge analysis, in e, for atoms 1 through 6: 0.599, 1.224, 0.154, -0.341, -0.888, -0.861

---

The least stable of them is <b>.

---

<a>
Molecular formula: C2H7N3O2
Method: DFT, ωB97M-V/def2-TZVPD

Calculated values
HOMO-LUMO gap (alpha / beta): 8.7 / 8.7 eV

```
! wB97M-V def2-TZVPD RIJCOSX def2/J DEFGRID3
* xyz 0 1
O -2.358 -0.671 0.042
N -1.638 -0.361 1.043
C -0.953 0.747 1.064
O -0.235 1.051 2.218
H -1.359 -0.992 1.786
H -1.409 1.514 0.341
H 0.284 1.819 2.239
H 2.158 -0.248 0.388
N 1.395 0.243 -0.002
C 0.904 0.024 -1.136
N 1.165 -1.035 -2.019
H 0.297 0.901 -1.510
H 1.040 -1.918 -1.560
H 0.708 -1.074 -2.893
*
```

Results of the Mulliken charge analysis, in e, for atoms 1 through 6: -0.659, 0.226, -0.112, -0.499, 0.244, 0.418

---

<b>
Molecular formula: C2H7N3O2
Method: DFT, ωB97M-V/def2-TZVPD

Calculated values
HOMO-LUMO gap: 10.3 eV

```
! wB97M-V def2-TZVPD RIJCOSX def2/J DEFGRID3
* xyz 0 1
H 0.471 -1.887 -0.395
N -0.002 -1.173 0.193
C 0.592 -0.058 0.173
C 2.038 0.148 -0.483
N 0.120 1.082 0.714
H 2.524 -0.764 -0.461
H 2.604 0.967 -0.142
H 1.713 0.414 -1.505
H 0.718 1.681 1.222
H -0.749 1.026 1.143
O -3.276 0.987 -0.396
N -2.388 0.236 -0.108
O -2.654 -1.091 0.053
H -1.710 -1.569 -0.011
*
```

Results of the Mulliken charge analysis, in e, for atoms 1 through 6: 0.205, -0.720, 0.713, -1.181, -0.394, 0.347

---

<c>
Molecular formula: C2H7N3O2
Method: DFT, ωB97M-V/def2-TZVPD

Calculated values
HOMO-LUMO gap: 10.1 eV

```
! wB97M-V def2-TZVPD RIJCOSX def2/J DEFGRID3
* xyz 0 1
C 1.112 -0.869 1.331
N 0.738 0.257 0.380
N 0.512 0.256 -1.087
C -0.687 0.634 -1.612
O -0.836 0.889 -2.791
N -1.612 0.584 -0.554
O -1.491 -0.436 0.486
H 0.346 -1.830 1.519
H 0.999 -0.518 2.387
H 2.155 -1.482 1.090
H 0.977 1.280 0.677
H 1.233 0.555 -1.852
H -2.501 0.490 -0.939
H -0.943 0.190 0.965
*
```

Results of the Mulliken charge analysis, in e, for atoms 1 through 6: -0.691, -0.345, -0.265, 0.445, -0.614, -0.233

---

<d>
Molecular formula: C2H7N3O2
Method: DFT, ωB97M-V/def2-TZVPD

Calculated values
HOMO-LUMO gap: 9.9 eV

```
! wB97M-V def2-TZVPD RIJCOSX def2/J DEFGRID3
* xyz 0 1
C 1.369 1.300 0.938
N 1.952 0.522 0.109
O 1.473 -0.169 -0.786
O 3.349 0.462 0.225
H 0.293 1.337 0.926
H 1.957 1.809 1.675
H 3.661 -0.178 -0.438
H -2.846 0.118 1.403
N -2.048 -0.092 0.812
C -2.345 -0.733 -0.241
N -1.385 -1.145 -1.097
H -3.361 -1.023 -0.552
H -0.440 -0.817 -0.937
H -1.627 -1.392 -2.039
*
```

Results of the Mulliken charge analysis, in e, for atoms 1 through 6: -0.461, 0.740, -0.787, -0.460, 0.268, 0.281

---

The least stable of them is <c>.